Formula: C36H71Br16ClF4IN5O7PS
Source: the Open Molecules 2025 dataset
Level of theory: ωB97M-V/def2-TZVPD

```
143
Properties=species:S:1:pos:R:3:forces:R:3
I -2.1728 5.3456 -0.9021 -0.052 0.162 -0.141
Br 8.0728 3.3612 -1.1082 -0.029 0.004 0.002
Br 12.7006 -0.3920 0.2745 -0.065 0.055 0.025
Br 8.0700 2.9541 2.5377 -0.075 -0.043 -0.048
Br -0.6102 -5.6824 -1.6339 -0.005 -0.042 0.117
Br 4.0791 0.6786 2.5429 -0.059 -0.096 -0.118
Br 2.0125 6.4248 -0.9452 0.069 -0.045 0.013
Br 12.3401 5.9500 0.2334 0.038 -0.010 -0.013
Br -2.7746 4.4041 3.9598 0.027 -0.015 0.022
Br 3.3273 -3.1567 4.5235 0.032 0.037 0.120
Br 0.2108 -4.1487 2.9927 -0.116 -0.098 0.079
Br 10.0730 -1.1548 2.6981 -0.017 -0.106 0.044
Br 2.3765 2.1709 -0.4048 0.005 0.100 0.019
Br 5.5533 6.5596 0.0258 -0.027 -0.041 0.030
Br -3.6871 -7.6429 -2.0821 0.011 0.095 0.065
Br 0.5748 5.1559 2.6470 0.048 -0.101 0.027
Br 12.4497 3.3445 -2.3433 -0.049 0.004 0.041
Cl -4.5755 -4.0788 -3.1447 -0.087 0.094 -0.096
S -7.0422 -2.8115 0.8660 -0.060 -0.820 -0.011
P -5.0964 -3.8103 -1.1736 -0.315 -0.404 -0.111
F -9.5351 -2.3236 1.5433 -0.473 -0.057 -0.082
F -6.5074 2.3825 -1.8092 -0.877 -0.047 0.292
F -8.2137 -0.8049 2.2927 -0.167 0.163 0.154
F -8.1711 -2.7946 3.1437 -0.117 -0.051 0.391
O -5.3535 0.7556 -0.0793 0.210 -0.018 -0.350
O 2.5565 -1.5704 0.2034 0.056 -0.115 -0.241
O -3.6821 -3.8519 -0.4557 0.470 -0.187 -0.286
O -7.7759 -3.7727 0.1072 -0.173 0.196 -0.193
O -4.8287 3.4035 -2.7485 0.070 0.294 0.012
O -5.9582 -3.2906 1.6720 0.253 0.259 0.040
O -3.5893 -1.2805 -2.4684 0.019 -0.158 0.327
N -8.7560 -0.5719 -3.0462 0.180 -0.084 0.364
N -5.3173 -1.8671 -1.1341 0.488 0.099 0.488
N -9.5594 -2.1242 -1.4477 0.040 -0.112 -0.073
N -7.7228 -2.7250 -2.7307 0.256 -0.109 0.264
N -0.8201 -2.3549 -0.9804 -0.266 0.026 -0.240
C 12.7392 -0.2367 2.2123 0.088 -0.048 -0.126
C -0.8177 -7.5431 -2.1734 0.051 0.060 -0.027
C 4.7438 5.7238 -1.5277 0.092 0.085 0.070
C -1.3970 -2.4553 -2.3286 0.700 0.159 0.312
C 11.4651 5.0233 -2.3275 0.078 -0.108 -0.118
C 3.5931 6.5267 -2.0740 -0.157 -0.016 -0.022
C 4.7069 0.8835 0.7083 0.091 0.052 0.083
C -5.2731 2.4123 -2.2880 0.716 0.242 -0.305
C -2.9677 1.0429 -0.2812 0.079 0.206 -0.185
C -2.3792 2.3468 -0.8184 0.258 0.080 0.262
C -2.1764 -1.2352 -2.7395 0.070 0.003 -0.320
C 2.7487 -4.9450 4.0415 0.167 0.158 0.024
C -8.3563 -2.1003 2.0434 0.572 -0.035 -0.251
C -2.0128 -7.7173 -3.0669 -0.128 -0.115 -0.026
C 9.5603 2.9384 0.0827 -0.013 -0.031 -0.100
C 9.1396 2.0313 1.2020 -0.036 0.150 0.110
C -3.9095 -1.2170 2.1333 -0.124 -0.402 0.605
C -7.5650 -0.8114 -1.0159 0.461 -0.379 -0.206
C 0.4980 -0.6629 1.0991 -0.048 0.149 -0.087
C -5.9357 -0.2278 0.7258 -0.141 -0.381 0.438
C 1.9919 -4.8977 2.7462 -0.187 -0.100 -0.165
C 12.2625 6.1337 -1.7015 -0.054 0.056 0.132
C -6.4064 -1.4217 -0.1763 -0.797 0.866 -0.238
C -4.0196 -1.0640 -1.1479 0.284 0.262 -0.633
C -3.6808 -1.7250 3.5667 0.250 0.064 -0.104
C 0.6063 -2.0300 -1.0279 0.243 -0.217 0.107
C -4.2446 0.4620 -0.9306 -0.064 0.033 0.258
C -8.3611 -1.6107 -2.0819 -0.644 0.376 -0.387
C -1.8070 6.0972 3.9612 -0.102 -0.052 -0.050
C -2.9601 3.5539 -0.1051 0.045 -0.308 0.112
C -4.6056 1.0713 -2.2984 -0.156 0.034 0.145
C 4.2543 2.1836 0.1035 -0.038 0.027 -0.015
C 11.9971 -1.3595 2.8867 -0.096 0.073 0.038
C 1.1601 -1.7996 0.3531 0.132 0.195 0.463
C -1.0067 6.2782 2.7022 0.229 -0.025 -0.019
C -5.2380 -0.4797 2.0560 0.688 0.179 -0.138
H -2.6691 -1.5221 3.8955 0.245 0.018 0.075
H 11.7856 7.0928 -1.8869 -0.031 0.000 -0.009
H -2.5703 6.8669 4.0412 -0.010 0.009 -0.029
H 1.8381 -5.8908 2.3310 0.007 -0.037 0.069
H -1.1901 6.1002 4.8529 0.028 -0.016 0.019
H 8.5458 1.1944 0.8544 0.025 -0.089 -0.055
H -9.3839 -0.9844 -3.7226 -0.006 -0.016 -0.188
H 0.0970 -7.7867 -2.7077 0.004 0.020 -0.031
H -3.2749 -1.4549 -0.4638 -0.308 -0.279 0.439
H 0.7949 -1.1521 -1.6428 -0.196 0.252 -0.031
H -0.4683 -0.9629 1.4818 -0.333 -0.100 0.062
H -0.8765 -8.1296 -1.2635 -0.041 -0.014 0.025
H -0.9084 -3.2485 -0.5133 -0.086 0.036 0.221
H 3.2951 6.1347 -3.0436 -0.015 -0.027 -0.004
H 13.2869 6.1608 -2.0559 0.027 -0.008 -0.021
H -6.8711 0.2336 1.0086 -0.114 0.165 0.015
H -3.9214 -2.0955 1.5022 0.178 -0.052 -0.365
H -7.1112 0.0455 -1.5048 0.082 0.185 -0.004
H -0.5785 -2.5445 -3.0455 0.069 -0.119 -0.235
H -2.4165 2.4489 -1.8970 -0.183 -0.005 -0.199
H -6.9185 -2.6062 -3.3148 -0.159 0.024 -0.349
H 13.7895 -0.2532 2.4920 0.015 -0.029 0.006
H -3.7393 1.2000 -2.9279 0.226 -0.198 -0.116
H -1.3210 2.3456 -0.5658 0.219 -0.071 -0.081
H 10.0110 1.6519 1.7260 0.041 0.008 -0.003
H -3.0755 -4.4616 -0.9250 0.187 0.074 0.344
H -1.9949 -8.6989 -3.5334 0.023 -0.031 0.016
H -2.6531 3.5046 0.9332 0.051 0.194 0.207
H -9.9887 -2.8253 -2.0381 -0.048 -0.074 -0.045
H -7.9293 -3.6573 -2.4217 0.134 -0.049 0.212
H 2.4949 -4.2713 2.0154 0.002 -0.004 -0.053
H -2.0654 -6.9537 -3.8356 0.022 0.006 -0.034
H 3.6541 -5.5368 3.9326 0.009 -0.011 -0.038
H -5.9103 -0.9679 2.7467 -0.332 -0.154 -0.024
H -1.5543 6.0109 1.8079 -0.195 0.147 0.013
H -1.9827 -3.3551 -2.4447 -0.267 -0.098 -0.055
H 4.3674 0.0170 0.1504 -0.062 0.043 -0.039
H 2.9025 -1.3479 1.0749 0.045 0.041 0.108
H -1.6990 -0.3512 -2.3243 -0.125 0.233 0.245
H -3.0740 -0.5827 1.8815 0.162 0.190 -0.403
H 0.3787 0.2090 0.4596 -0.023 0.093 -0.085
H -2.1828 0.2959 -0.2546 0.170 -0.286 -0.136
H -3.2143 1.2244 0.7597 -0.108 -0.083 0.219
H 10.3071 2.4492 -0.5389 -0.013 -0.025 -0.013
H -0.6488 7.3018 2.6200 -0.020 0.024 0.042
H -10.2198 -1.3617 -1.3687 -0.078 0.085 0.104
H -5.6832 -1.6765 -2.0666 -0.135 -0.180 -0.074
H -7.9588 -0.1810 -3.5333 0.012 0.069 -0.132
H -5.3037 0.4176 -2.8166 -0.042 -0.183 -0.121
H -4.0410 3.5900 -0.1139 -0.223 0.184 -0.227
H 12.3179 0.7337 2.4511 0.007 0.027 0.068
H 1.1074 -0.3572 1.9446 0.099 0.006 0.166
H -4.3426 -1.2378 4.2745 -0.143 0.047 0.158
H 10.5364 4.8386 -1.7988 -0.050 0.020 -0.019
H 12.1950 -1.3522 3.9556 -0.009 0.024 0.017
H 4.3898 3.0189 0.7843 0.012 0.025 0.007
H -8.2957 -0.3831 -0.3426 -0.165 0.043 0.181
H 4.4371 4.7306 -1.2175 -0.060 -0.031 -0.040
H 1.1936 -2.8441 -1.4642 0.014 -0.113 -0.254
H 3.8315 7.5803 -2.1683 0.078 0.019 -0.012
H 11.2476 5.2440 -3.3695 0.026 0.041 -0.013
H 12.2462 -2.3317 2.4765 0.052 -0.009 -0.033
H -3.8246 -2.7971 3.6273 -0.201 -0.167 0.087
H 5.5345 5.6474 -2.2713 -0.004 0.011 -0.012
H 2.1565 -5.3324 4.8631 -0.033 -0.004 0.011
H -5.0900 0.5150 2.4741 -0.070 0.216 0.070
H -2.1074 -1.1306 -3.8169 -0.273 -0.006 -0.210
H 9.9478 3.8892 0.4353 0.009 0.006 0.049
H 5.7906 0.8729 0.7725 0.099 0.057 0.039
H 1.0184 -2.7105 0.9358 -0.069 -0.154 -0.016
H 4.7984 2.3742 -0.8162 0.100 -0.041 -0.054
```
Positions in Å, forces in eV/Å.

The HOMO energy is -10.8 eV. The total charge is +1. As for the LUMO energy: -2.494 eV. The HOMO-LUMO gap comes out at 8.3 eV. Its total energy is -45295.6939 hartree.

Here are the Löwdin charges for atoms 1 to 6, given in e:
1 I 0.90
2 Br 0.62
3 Br 0.61
4 Br 0.62
5 Br 0.75
6 Br 0.66